Molecular formula: CH2O2S2
Method: DFT, ωB97M-V/def2-TZVPD

Kohn-Sham gap (spin up / spin down) (eV): 7.19 / 7.07
HOMO (spin up / spin down) (eV): -9.3 / -9.3
LUMO level (spin up / spin down) (eV): -2.1 / -2.2
E_tot (eV): -26830.01111
Largest force on an atom (eV/A): 3.1
Relative energy (zero: lowest compared OMol25 entry of this formula, charge and spin) (kcal/mol): 93.2

```
7
CH2O2S2, DFT ωB97M-V/def2-TZVPD
C 0.42 -0.71 -0.18
O 1.66 1.39 0.16
O -0.25 -1.77 -0.47
S -1.60 1.00 -0.16
S 1.87 0.08 -0.38
H -1.00 -1.67 0.14
H -1.10 1.69 0.90
```

***

Molecular formula: C6H12N3
Method: DFT, ωB97M-V/def2-TZVPD

Total charge: +1
Kohn-Sham gap (eV): 9.59
HOMO (eV): -12.7
LUMO level (eV): -3.1
E_tot (eV): -10877.62039
Largest force on an atom (eV/A): 5.6
Relative energy (zero: lowest compared OMol25 entry of this formula, charge and spin) (kcal/mol): 85.2

```
21
C6H12N3, DFT ωB97M-V/def2-TZVPD
C 0.57 -0.86 -1.14
C 0.01 -0.07 -0.19
C 0.12 -2.09 0.70
C -0.02 -3.10 1.73
C -0.11 2.39 0.99
C 0.47 2.27 -1.36
N 0.67 -2.13 -0.52
N -0.36 -0.83 0.89
N -0.33 1.83 -0.29
H 0.85 -0.80 -2.17
H 0.95 -3.60 1.91
H -0.33 -2.43 2.65
H -0.76 -3.87 1.51
H -0.56 3.40 1.15
H -0.60 1.77 1.66
H 0.95 2.50 1.25
H 1.51 2.46 -1.27
H 0.23 1.61 -2.32
H -0.08 3.14 -1.59
H 0.76 -2.96 -1.06
H -0.97 -0.61 1.70
```

***

Molecular formula: C17H17N3O4S
Method: DFT, ωB97M-V/def2-TZVPD

Kohn-Sham gap (eV): 8.65
HOMO (eV): -8.4
LUMO level (eV): 0.2
E_tot (eV): -41397.81494
Largest force on an atom (eV/A): 5.2
Relative energy (zero: lowest compared OMol25 entry of this formula, charge and spin) (kcal/mol): 108.4

```
42
C17H17N3O4S, DFT ωB97M-V/def2-TZVPD
O 0.54 1.72 0.79
O 3.09 -2.55 1.56
O -3.60 1.20 -0.74
O -2.35 2.56 0.79
C 0.04 0.65 0.55
C 2.38 -1.56 1.78
C -0.49 3.87 -3.98
C -0.52 -3.67 -0.91
C -1.81 -3.16 -1.11
C -0.58 4.56 -2.76
C -0.96 2.54 -4.11
C 0.47 -2.84 -0.51
C -2.28 -1.88 -0.72
C -0.96 3.83 -1.63
C -1.34 1.86 -2.96
C 0.08 -1.44 -0.26
C -1.23 -1.00 -0.30
C -1.39 2.57 -1.81
N 1.86 -1.45 3.05
N 0.86 -0.38 0.28
N -1.20 0.32 0.01
C 1.68 -2.47 3.95
C 1.59 -0.14 3.65
C 2.29 -0.48 0.65
S -2.23 1.72 -0.40
H -0.04 4.38 -4.87
H -0.45 -4.75 -0.98
H -2.49 -3.93 -1.30
H -0.22 5.56 -2.84
H -0.97 1.96 -5.01
H 1.44 -3.17 -0.23
H -3.27 -1.55 -0.76
H -1.01 4.31 -0.66
H -1.63 0.86 -2.95
H 0.59 -2.73 3.95
H 2.19 -3.45 3.66
H 1.85 -2.18 4.94
H 2.20 -0.06 4.55
H 0.47 -0.03 3.79
H 1.79 0.76 3.00
H 2.94 -0.79 -0.18
H 2.73 0.46 1.01
```

***

Molecular formula: C4H9N3O
Method: DFT, ωB97M-V/def2-TZVPD

Kohn-Sham gap (spin up / spin down) (eV): 8.60 / 8.60
HOMO (spin up / spin down) (eV): -7.8 / -7.8
LUMO level (spin up / spin down) (eV): 0.8 / 0.8
E_tot (eV): -10807.07981
Largest force on an atom (eV/A): 4.7
Relative energy (zero: lowest compared OMol25 entry of this formula, charge and spin) (kcal/mol): 124.1

```
17
C4H9N3O, DFT ωB97M-V/def2-TZVPD
C 0.03 -0.17 0.05
C 0.95 -1.36 0.19
C -1.40 -0.44 -0.32
C 0.37 1.00 0.76
O -0.26 0.17 2.23
N 0.87 0.66 -1.56
N 0.04 0.93 -2.39
N 1.00 2.04 0.91
H -1.22 0.08 2.23
H 0.46 1.18 -3.32
H 0.95 2.42 1.85
H 1.96 -1.07 0.46
H -2.05 0.41 -0.11
H 0.98 -1.91 -0.75
H 0.56 -2.03 0.97
H -1.46 -0.61 -1.41
H -1.77 -1.32 0.20
```

***

Molecular formula: C39H31AsLiN2OS2
Method: DFT, ωB97M-V/def2-TZVPD

Total charge: +1
Kohn-Sham gap (eV): 7.54
HOMO (eV): -10.5
LUMO level (eV): -3.0
E_tot (eV): -128683.84986
Largest force on an atom (eV/A): 4.0
Relative energy (zero: lowest compared OMol25 entry of this formula, charge and spin) (kcal/mol): 22.0

```
77
C39H31AsLiN2OS2, DFT ωB97M-V/def2-TZVPD
Li 1.28 -0.17 -1.38
S -2.06 -5.72 -3.84
C -1.37 -7.23 -3.40
C -0.54 -7.19 -2.26
C -0.53 -5.86 -1.80
C -1.21 -4.94 -2.50
C -1.27 -3.48 -2.51
C -0.17 -2.75 -2.20
N -0.14 -1.46 -2.06
C -1.27 -0.77 -2.32
C -2.46 -1.41 -2.76
C -3.64 -0.64 -3.05
C -3.68 0.67 -2.81
C -2.52 1.37 -2.27
C -2.55 2.71 -1.93
C -1.40 3.36 -1.56
C -0.20 2.62 -1.63
N -0.14 1.31 -1.84
C -1.29 0.68 -2.17
C -1.46 4.81 -1.22
C -2.38 5.74 -1.59
C -2.08 7.00 -1.12
C -1.04 7.04 -0.22
S -0.37 5.50 -0.10
C -2.44 -2.82 -2.85
H -1.60 -8.09 -4.07
H 0.03 -7.98 -1.87
H 0.10 -5.65 -0.94
H 0.80 -3.26 -2.03
H -4.49 -1.17 -3.48
H -4.62 1.17 -2.99
H -3.50 3.18 -1.97
H 0.76 3.07 -1.29
H -3.21 5.46 -2.27
H -2.73 7.85 -1.39
H -0.64 7.97 0.19
H -3.29 -3.46 -3.18
C -0.06 -3.71 3.63
C -1.03 -2.92 3.13
C -0.69 -1.68 2.53
C 0.64 -1.32 2.40
C 1.62 -2.13 3.04
C 1.27 -3.34 3.60
As 1.13 0.16 1.20
C 2.80 0.71 1.96
C 3.88 1.08 1.15
C 5.03 1.61 1.68
C 5.15 1.69 3.06
C 4.16 1.21 3.91
C 2.96 0.77 3.39
C -0.07 1.52 1.84
C -1.34 1.52 1.27
C -2.33 2.38 1.69
C -2.07 3.24 2.71
C -0.75 3.33 3.25
C 0.24 2.49 2.77
H -0.34 -4.62 4.14
H -2.10 -3.21 3.24
H -1.46 -1.02 2.09
H 2.67 -1.78 3.03
H 2.00 -4.03 4.08
H 3.70 1.19 0.11
H 5.79 1.87 0.92
H 6.06 2.14 3.54
H 4.28 1.19 5.01
H 2.16 0.55 4.05
H -1.52 0.81 0.53
H -3.34 2.22 1.34
H -2.90 3.92 3.08
H -0.62 4.04 4.03
H 1.25 2.57 3.16
C 3.57 -1.68 -2.69
O 2.94 -1.22 -1.47
H 3.70 -2.76 -2.71
H 4.59 -1.28 -2.74
H 2.98 -1.35 -3.54
H 3.40 -1.64 -0.73
```

***

Molecular formula: C18H26AsClFMgN2O5
Method: DFT, ωB97M-V/def2-TZVPD

Total charge: -1
Kohn-Sham gap (eV): 7.50
HOMO (eV): -4.9
LUMO level (eV): 2.6
E_tot (eV): -113825.52391
Largest force on an atom (eV/A): 0.7
Relative energy (zero: lowest compared OMol25 entry of this formula, charge and spin) (kcal/mol): 4.9

```
55
C18H26AsClFMgN2O5, DFT ωB97M-V/def2-TZVPD
Mg 0.24 0.96 0.18
N 0.31 4.72 2.12
C 0.07 3.56 1.45
O 0.98 2.76 1.25
C -1.35 3.31 1.01
C -1.41 2.37 -0.20
H 1.20 4.82 2.58
H -0.46 5.30 2.41
H -1.85 4.28 0.90
H -1.82 2.83 1.88
H -1.37 2.97 -1.12
H -2.38 1.86 -0.20
O -2.43 -0.83 2.46
Cl -1.11 -0.89 1.93
O -0.43 -2.06 2.37
O -0.36 0.30 2.31
O -1.14 -0.84 0.48
F 6.04 -1.61 0.32
C 4.79 -1.07 0.26
C 3.97 -1.14 1.37
C 2.70 -0.58 1.28
C 2.20 0.04 0.13
C 3.09 0.07 -0.95
C 4.37 -0.47 -0.91
H 4.33 -1.63 2.27
H 2.07 -0.65 2.17
H 2.78 0.53 -1.89
H 5.04 -0.43 -1.76
C 0.58 -0.42 -4.46
As 0.04 0.59 -2.87
C -0.20 2.30 -3.81
C -1.82 -0.07 -2.71
C -2.73 0.26 -3.85
C -2.83 -0.58 -4.96
C -3.65 -0.24 -6.03
C -4.38 0.94 -6.01
C -4.28 1.78 -4.91
C -3.47 1.44 -3.84
H -0.10 -0.25 -5.30
H 0.60 -1.49 -4.21
H 1.59 -0.12 -4.74
H -0.95 2.23 -4.60
H 0.77 2.55 -4.25
H -0.47 3.08 -3.10
H -2.19 0.34 -1.77
H -1.71 -1.15 -2.57
H -2.28 -1.51 -4.97
H -3.72 -0.91 -6.88
H -5.01 1.20 -6.85
H -4.85 2.70 -4.88
H -3.39 2.10 -2.98
N 0.74 -2.51 -1.54
H 1.74 -2.36 -1.49
H 0.57 -3.50 -1.53
H 0.35 -2.12 -0.68
```

***

Molecular formula: C3H4N2OS
Method: DFT, ωB97M-V/def2-TZVPD

Kohn-Sham gap (eV): 9.68
HOMO (eV): -9.1
LUMO level (eV): 0.6
E_tot (eV): -19036.95250
Largest force on an atom (eV/A): 5.0
Relative energy (zero: lowest compared OMol25 entry of this formula, charge and spin) (kcal/mol): 48.3

```
11
C3H4N2OS, DFT ωB97M-V/def2-TZVPD
C 2.57 0.92 -0.53
C -0.95 -0.47 0.45
C -2.42 -0.76 0.25
N 3.63 1.43 -0.48
N 1.44 0.66 -0.17
O -0.47 -0.64 1.52
S -0.03 0.21 -0.91
H -2.61 -0.90 -0.92
H -2.83 -1.68 0.69
H -2.90 0.24 0.54
H 4.56 0.98 -0.45
```

***

Molecular formula: C34H52BBrFI2N6O13P2
Method: DFT, ωB97M-V/def2-TZVPD

Total charge: +1
Kohn-Sham gap (eV): 7.44
HOMO (eV): -10.5
LUMO level (eV): -3.0
E_tot (eV): -179864.37513
Largest force on an atom (eV/A): 1.4

```
112
C34H52BBrFI2N6O13P2, DFT ωB97M-V/def2-TZVPD
C 0.41 -0.38 5.98
C 0.90 0.30 4.72
O 0.09 -0.08 3.59
B -0.79 0.77 3.02
O -1.94 1.14 3.64
N -0.42 1.42 1.69
C 0.22 2.74 1.77
C -0.64 3.97 1.48
C -2.06 3.91 1.99
F -0.67 4.15 0.08
C -0.54 0.83 0.49
N -0.17 1.45 -0.62
C 0.18 0.68 -1.82
C -1.09 0.55 -2.72
C -2.37 1.18 -2.18
C -2.46 2.70 -2.37
C -3.58 3.35 -1.60
O -4.36 4.11 -2.05
O -3.61 2.96 -0.30
C -4.74 3.46 0.46
C -4.84 2.66 1.75
P 1.28 1.95 -2.89
O 1.77 3.02 -1.76
Br 3.22 0.96 -3.31
C 0.90 -0.63 -1.24
C 2.07 0.01 -0.41
O 1.98 -0.39 0.94
O 3.01 0.39 1.60
C 1.48 -1.64 -2.26
I 0.75 -1.71 -4.22
C 2.46 -2.50 -1.95
C 3.28 -2.60 -0.69
I 3.15 -3.96 -3.27
C -0.21 -1.43 -0.39
N -1.01 -2.18 -1.34
P 0.31 -2.81 0.80
O -0.92 -3.46 1.33
N -1.01 -0.46 0.40
C -2.22 -0.79 1.21
C -3.25 -1.78 0.64
C -4.35 -1.98 1.68
O -3.77 -1.36 -0.61
H 1.07 -0.16 6.81
H 0.39 -1.46 5.83
H -0.61 -0.06 6.23
H 0.90 1.38 4.84
H 1.92 0.01 4.49
H -2.67 1.41 3.09
H 0.65 2.84 2.77
H 1.07 2.74 1.07
H -0.12 4.83 1.90
H -2.55 4.87 1.85
H -2.06 3.68 3.06
H -2.62 3.14 1.46
H -0.22 2.46 -0.66
H -0.89 1.06 -3.67
H -1.29 -0.47 -3.01
H -3.18 0.73 -2.76
H -2.56 0.91 -1.14
H -1.52 3.21 -2.15
H -2.69 2.92 -3.42
H -5.63 3.37 -0.15
H -4.56 4.52 0.66
H -5.88 2.45 2.00
H -4.37 3.16 2.59
H -4.34 1.69 1.62
H 2.64 2.82 -1.35
H 1.98 1.10 -0.41
H 3.05 -0.21 -0.82
H 3.25 -0.22 2.31
H 2.80 -2.22 0.20
H 3.57 -3.63 -0.51
H 4.22 -2.04 -0.83
H -1.18 -3.14 -1.08
H -1.91 -1.74 -1.52
H 1.08 -3.66 0.00
H 1.12 -2.29 1.80
H -2.73 0.16 1.37
H -1.95 -1.20 2.19
H -2.78 -2.73 0.46
H -4.95 -2.85 1.41
H -3.93 -2.15 2.67
H -5.01 -1.11 1.72
H -4.31 -0.57 -0.49
C 5.88 7.01 -1.04
C 6.12 6.64 0.28
C 5.73 5.40 0.73
C 5.10 4.54 -0.15
C 4.85 4.88 -1.47
C 5.25 6.13 -1.91
N 4.70 3.21 0.33
O 4.93 2.92 1.48
O 4.16 2.45 -0.47
H 6.19 7.98 -1.39
H 6.62 7.33 0.95
H 5.91 5.09 1.75
H 4.36 4.18 -2.14
H 5.06 6.42 -2.94
C -0.53 -10.10 -1.99
C -0.54 -9.80 -3.34
C -0.39 -8.48 -3.76
C -0.23 -7.50 -2.80
C -0.22 -7.78 -1.44
C -0.37 -9.10 -1.04
N -0.06 -6.11 -3.24
O -0.09 -5.88 -4.43
O 0.11 -5.26 -2.38
H -0.64 -11.13 -1.67
H -0.66 -10.58 -4.08
H -0.40 -8.22 -4.81
H -0.10 -6.98 -0.73
H -0.37 -9.34 0.01
```